(1)
Density functional theory data (ωB97M-V/def2-TZVPD) for a 3-piece molecular cluster, C20H41FN2O10P2S overall.

The calculation puts the calculated total energy at -76992.679 eV. As for the SMILES: NN(CCc1ccccc1)S(=O)(=O)F.CCOP(=O)(OCC)OCC.CCOP(=O)(OCC)OCC.

Last column: Mulliken charge in e.
Geometry (Å):
N  5.858  -4.146  5.387  -0.81
N  5.997  -3.495  4.119  0.62
C  5.960  -2.027  4.241  -0.70
C  4.480  -1.533  4.247  -1.28
C  3.556  -2.548  3.607  0.94
C  3.587  -2.712  2.227  -0.34
C  2.770  -3.668  1.646  -0.52
C  1.934  -4.433  2.444  -0.64
C  1.878  -4.241  3.811  -0.48
C  2.701  -3.289  4.407  -0.46
S  7.245  -4.047  3.217  1.07
O  7.157  -3.515  1.905  -0.55
O  7.292  -5.461  3.330  -0.60
F  8.534  -3.464  3.900  -0.24
H  5.192  -4.897  5.233  0.25
H  6.729  -4.594  5.656  0.26
H  6.402  -1.641  3.323  0.40
H  6.495  -1.690  5.127  0.35
H  4.200  -1.370  5.289  0.37
H  4.406  -0.575  3.732  0.43
H  4.251  -2.089  1.639  0.42
H  2.830  -3.798  0.573  0.37
H  1.316  -5.190  1.978  0.39
H  1.214  -4.821  4.439  0.38
H  2.679  -3.149  5.480  0.37
C  4.522  -1.718  -3.282  -1.11
C  3.654  -1.684  -2.038  -0.14
O  2.542  -0.791  -2.168  -0.35
P  1.303  -1.214  -3.097  1.01
O  0.628  -2.382  -2.505  -0.77
O  0.308  0.029  -2.790  -0.29
C  -1.025  -0.182  -2.325  -0.26
C  -1.095  -0.069  -0.817  -1.13
O  1.825  -0.572  -4.477  -0.30
C  1.288  -1.072  -5.723  -0.29
C  -0.195  -0.793  -5.866  -1.06
H  3.991  -2.170  -4.122  0.24
H  5.425  -2.301  -3.099  0.42
H  4.805  -0.708  -3.579  0.28
H  3.293  -2.686  -1.790  0.22
H  4.241  -1.325  -1.193  0.29
H  -1.409  -1.142  -2.673  0.36
H  -1.651  0.590  -2.776  0.37
H  -0.341  -0.685  -0.326  0.32
H  -2.079  -0.367  -0.453  0.31
H  -0.908  0.961  -0.508  0.27
H  1.489  -2.143  -5.801  0.31
H  1.844  -0.574  -6.515  0.35
H  -0.779  -1.370  -5.145  0.28
H  -0.537  -1.062  -6.866  0.43
H  -0.407  0.261  -5.687  0.25
C  -7.178  1.586  1.481  -1.01
C  -5.794  1.468  0.869  -0.31
O  -5.601  2.370  -0.225  -0.27
P  -5.410  3.944  0.070  1.05
O  -4.084  4.131  0.697  -0.77
O  -5.096  4.448  -1.461  -0.36
C  -3.918  5.195  -1.757  -0.35
C  -2.808  4.295  -2.256  -1.08
O  -6.964  4.355  -0.145  -0.29
C  -7.450  5.592  0.428  -0.30
C  -6.789  6.811  -0.185  -1.04
H  -7.309  2.549  1.982  0.24
H  -7.336  0.798  2.218  0.40
H  -7.946  1.511  0.711  0.27
H  -5.021  1.635  1.625  0.30
H  -5.652  0.466  0.468  0.32
H  -3.593  5.766  -0.887  0.36
H  -4.186  5.919  -2.530  0.36
H  -2.657  3.443  -1.593  0.20
H  -1.870  4.846  -2.339  0.39
H  -3.061  3.890  -3.238  0.29
H  -7.301  5.574  1.510  0.30
H  -8.522  5.611  0.243  0.34
H  -5.730  6.863  0.080  0.28
H  -7.269  7.722  0.171  0.43
H  -6.849  6.775  -1.272  0.24

---

(2)
Density functional theory data (ωB97M-V/def2-TZVPD) for C20H41MoN2P3S as an isolated structure.

The calculation puts the calculated total energy at -64899.312 eV. Its energy above the lowest of the compared OMol25 structures with the same formula, charge and spin is 0.000 eV. Its spin multiplicity is 3. Its total charge is +4.

Last column: Mulliken charge in e.
Geometry (Å):
Mo  -0.012  -0.119  0.601  -0.12
P  1.901  0.875  1.862  1.20
P  -1.794  1.545  1.124  1.25
P  0.721  1.519  -1.281  1.26
H  -0.246  -2.894  0.412  0.38
C  0.627  -2.367  0.015  -0.88
C  1.559  -1.777  0.953  -0.90
H  1.474  -2.060  2.021  0.44
C  2.473  0.134  3.461  -1.23
C  1.712  2.634  2.404  -1.24
C  3.520  0.876  0.962  -0.99
C  -3.342  0.898  0.373  -1.24
C  -2.381  2.003  2.813  -1.34
C  -1.744  3.248  0.418  -1.21
C  2.145  0.811  -2.188  -1.22
C  1.340  3.247  -0.988  -1.69
C  -0.468  1.956  -2.628  -1.34
H  1.074  -2.873  -0.857  0.34
H  2.587  -1.633  0.580  0.61
H  2.377  -0.962  3.436  0.36
H  1.890  0.532  4.306  0.43
H  3.535  0.395  3.606  0.56
H  0.774  2.757  2.973  0.21
H  1.701  3.318  1.542  0.33
H  2.563  2.888  3.062  0.50
H  3.625  -0.039  0.350  0.25
H  4.321  0.879  1.726  0.58
H  3.621  1.766  0.313  0.35
H  -4.153  1.636  0.483  0.45
H  -3.619  -0.029  0.893  0.40
H  -3.178  0.677  -0.692  0.26
H  -3.116  2.817  2.731  0.59
H  -1.538  2.361  3.419  0.31
H  -2.844  1.139  3.306  0.37
H  -2.568  3.836  0.850  0.59
H  -1.849  3.223  -0.676  0.35
H  -0.798  3.732  0.694  0.27
H  2.082  1.154  -3.230  0.53
H  2.131  -0.290  -2.163  0.30
H  3.086  1.171  -1.743  0.38
H  1.583  3.667  -1.981  0.57
H  2.235  3.295  -0.356  0.39
H  0.561  3.874  -0.542  0.39
H  -0.086  1.481  -3.553  0.45
H  -0.478  3.064  -2.762  0.52
H  -1.506  1.607  -2.415  0.28
C  -0.865  -2.812  -3.618  0.42
C  -1.926  -2.630  -4.545  -0.23
C  -1.947  -3.340  -5.763  -0.49
C  -0.938  -4.260  -6.067  -0.48
C  0.035  -4.554  -5.100  -0.49
C  0.082  -3.836  -3.880  -0.11
S  -0.595  -1.577  -2.352  -0.04
H  -1.413  -1.677  -1.199  0.23
H  -2.675  -1.881  -4.333  0.46
H  -2.731  -3.153  -6.491  0.44
H  -0.886  -4.721  -7.063  0.45
H  0.787  -5.320  -5.314  0.44
H  0.902  -4.036  -3.182  0.38
N  -1.028  -0.921  4.775  -0.09
C  -1.443  -2.180  4.334  -0.70
C  -1.233  -2.181  2.983  -0.67
N  -0.699  -0.944  2.593  0.75
C  -0.565  -0.231  3.715  -1.11
H  -1.002  -0.569  5.731  0.29
H  -1.789  -2.918  5.038  0.43
H  -1.438  -2.996  2.285  0.41
H  -0.133  0.770  3.818  0.64